Entry from the OMol25 dataset: a structure of composition C10H20N6O4 at a distorted geometry (the ωB97M-V functional and the def2-TZVPD basis).

Last column: Mulliken charge in e.
CARTESIAN COORDINATES (ANGSTROEM)
1 C 0.33 0.35 -0.33  0.6380
2 C -0.95 -0.06 -0.92  0.0452
3 C 0.95 -0.93 0.34  -1.3488
4 C 2.32 -0.58 0.72  0.6580
5 C 2.95 -1.89 1.27  -1.1539
6 C 4.93 -1.50 2.88  0.4713
7 C -3.26 1.09 -0.88  -0.3223
8 C -4.39 0.03 -0.50  0.4396
9 C -3.14 1.47 -2.41  -0.2305
10 C -4.33 1.98 -3.10  0.2022
11 H 0.76 1.51 1.67  0.2945
12 H 1.07 2.55 0.17  0.3139
13 H 1.07 0.50 -1.16  0.2907
14 H 0.77 -1.79 -0.35  0.3760
15 H 0.30 -1.41 1.19  0.2663
16 H 2.92 -0.23 -0.12  0.2093
17 H 2.34 0.23 1.67  -0.1788
18 H 3.08 -2.60 0.44  0.3043
19 H 2.41 -2.36 2.17  0.3350
20 H 4.92 -1.40 0.83  0.2790
21 H 3.24 -0.17 3.00  0.3686
22 H 6.60 -2.76 2.64  0.2849
23 H 6.94 -1.07 3.50  0.3092
24 H -1.32 1.58 0.03  0.4470
25 H -3.50 2.05 -0.44  0.3801
26 H -2.67 0.74 -3.13  0.2653
27 H -2.32 2.22 -2.65  0.4238
28 H -5.39 1.55 -1.57  0.1935
29 H -6.51 2.19 -2.91  0.3337
30 H -3.04 -1.41 -1.11  0.3945
31 N 0.44 1.51 0.58  -0.7357
32 N 4.35 -1.96 1.65  -0.3057
33 N 4.19 -0.61 3.68  -0.7481
34 N 6.27 -1.74 2.80  -0.4527
35 N -1.94 0.78 -0.36  -0.1790
36 N -5.40 2.00 -2.48  -0.2618
37 O -1.32 -1.01 -1.65  -0.7800
38 O -5.50 0.23 0.01  -0.6264
39 O -4.15 2.12 -4.32  -0.7038
40 O -4.01 -1.22 -0.85  -0.4964

Summary:
- Max |F|: 10.60 eV/A
- 2S+1: 1
- Kohn-Sham gap: 8.920 eV
- HOMO: -9.02 eV
- Charge: 0
- Energy above the lowest of the compared OMol25 structures with the same formula, charge and spin: 8.848 eV
- Total energy: -27818.8766 eV